No. 1
Computed, not measured: a molecular structure, C36H31AuN3P2S, with ωB97M-V/def2-TZVPD.

Cartesian coordinates (Å):
Au: 0.59 -0.13 -0.36
N: 0.93 -3.67 -2.59
C: -0.17 -4.17 -1.89
C: -0.92 -5.33 -2.04
C: -1.94 -5.52 -1.15
C: -2.20 -4.60 -0.11
C: -1.45 -3.44 0.02
C: -0.45 -3.23 -0.91
N: 0.46 -2.17 -1.06
C: 1.27 -2.50 -2.06
C: 2.38 -1.63 -2.44
C: 3.47 -1.87 -3.20
S: 4.50 -0.52 -3.19
C: 3.43 0.30 -2.17
N: 2.35 -0.38 -1.86
H: 1.38 -4.12 -3.38
H: -0.71 -6.05 -2.83
H: -2.56 -6.40 -1.23
H: -2.98 -4.81 0.60
H: -1.62 -2.75 0.83
H: 3.73 -2.77 -3.73
H: 3.63 1.31 -1.84
C: -1.17 2.38 1.00
C: -1.23 1.30 2.06
P: 0.28 0.32 1.89
C: 0.20 -1.12 2.91
C: 1.06 -2.18 2.64
C: 1.06 -3.29 3.48
C: 0.20 -3.32 4.57
C: -0.66 -2.26 4.83
C: -0.68 -1.16 4.00
C: 1.63 1.37 2.41
C: 2.55 1.94 1.53
C: 3.56 2.76 2.01
C: 3.65 3.00 3.37
C: 2.73 2.44 4.26
C: 1.73 1.62 3.78
P: -0.76 1.75 -0.66
C: -2.10 0.90 -1.41
C: -2.78 -0.14 -0.73
C: -3.83 -0.79 -1.34
C: -4.20 -0.45 -2.64
C: -3.51 0.54 -3.33
C: -2.46 1.20 -2.74
C: -0.37 3.20 -1.61
C: 0.88 3.41 -2.20
C: 1.11 4.58 -2.90
C: 0.10 5.53 -3.02
C: -1.14 5.31 -2.44
C: -1.40 4.14 -1.73
H: -0.37 3.10 1.23
H: -2.09 2.96 0.92
H: -2.11 0.67 1.99
H: -1.22 1.76 3.06
H: 1.74 -2.15 1.79
H: 1.72 -4.12 3.28
H: 0.21 -4.18 5.23
H: -1.32 -2.30 5.69
H: -1.37 -0.35 4.21
H: 2.48 1.75 0.46
H: 4.28 3.20 1.33
H: 4.46 3.62 3.76
H: 2.81 2.64 5.32
H: 1.04 1.16 4.48
H: -2.48 -0.42 0.27
H: -4.36 -1.57 -0.81
H: -5.03 -0.96 -3.11
H: -3.81 0.80 -4.34
H: -1.92 1.96 -3.29
H: 1.66 2.67 -2.10
H: 2.07 4.75 -3.37
H: 0.29 6.44 -3.57
H: -1.92 6.05 -2.53
H: -2.38 3.98 -1.31

Results
**Orbital gap**: 5.379 eV
**E_tot**: -75387.227 eV
**Energy above the lowest of the compared OMol25 structures with the same formula, charge and spin**: 75.2 kJ/mol
**Charge**: +3
**Molar mass**: 796.6 g mol⁻¹
**Maximum force**: 0.95 eV Å⁻¹
**LUMO**: -11.016 eV

Mulliken population analysis, charges in e, atoms 1 to 5:
1 Au 1.91
2 N 0.00
3 C 0.45
4 C -1.14
5 C -0.62

***

No. 2
Computed, not measured: a molecular structure, C36H31BF9IKN5O3 in a non-equilibrium geometry, with ωB97M-V/def2-TZVPD.

Cartesian coordinates (Å):
K: 0.37 -0.38 0.77
C: 0.76 4.35 1.38
C: 1.95 3.53 1.88
N: 1.99 2.20 1.32
C: 2.13 2.16 -0.13
C: 3.44 2.73 -0.69
C: 2.89 1.30 2.03
C: 2.32 0.84 3.37
N: 1.12 0.09 3.14
C: 0.24 -0.12 4.08
C: -0.97 -0.81 3.74
F: -1.09 -1.30 2.46
C: -2.01 -1.01 4.60
F: -3.13 -1.62 4.13
C: -1.98 -0.60 5.93
C: -0.79 0.00 6.32
F: -0.68 0.39 7.62
C: 0.27 0.22 5.48
F: 1.39 0.76 6.03
H: 0.59 5.22 2.02
H: -0.12 3.71 1.40
H: 0.91 4.70 0.36
H: 1.86 3.43 2.97
H: 2.89 4.09 1.70
H: 1.29 2.70 -0.57
H: 2.05 1.13 -0.45
H: 3.53 3.80 -0.47
H: 3.46 2.59 -1.77
H: 4.30 2.21 -0.26
H: 3.88 1.77 2.21
H: 3.04 0.42 1.40
H: 2.16 1.70 4.02
H: 3.10 0.22 3.85
H: -2.80 -0.74 6.61
C: -2.27 2.68 -3.56
C: -1.05 2.89 -4.32
C: -0.19 1.86 -4.51
C: -0.47 0.58 -3.94
N: -1.65 0.42 -3.16
C: -2.50 1.46 -3.01
C: 0.24 -0.59 -3.93
C: 1.47 -0.96 -4.56
C: 2.01 -2.18 -4.30
C: 1.36 -3.09 -3.40
C: 0.17 -2.73 -2.85
N: -0.43 -1.54 -3.13
H: -2.98 3.49 -3.43
H: -0.84 3.87 -4.71
H: 0.74 1.98 -5.05
H: -3.39 1.25 -2.43
H: 1.94 -0.26 -5.24
H: 2.94 -2.48 -4.77
H: 1.82 -4.02 -3.13
H: -0.36 -3.37 -2.16
F: 1.36 -3.73 1.01
C: 2.51 -3.26 0.42
C: 2.50 -2.00 -0.14
C: 3.71 -1.67 -0.71
F: 3.87 -0.44 -1.30
C: 4.84 -2.48 -0.74
F: 6.00 -2.09 -1.31
C: 4.77 -3.73 -0.15
F: 5.84 -4.54 -0.15
C: 3.59 -4.12 0.45
F: 3.53 -5.34 1.03
O: -2.96 -1.74 -3.29
B: -1.78 -1.01 -2.66
O: -2.04 -1.14 -1.20
C: -3.12 -1.94 -1.04
C: -3.67 -2.42 0.13
C: -4.81 -3.24 0.04
C: -5.36 -3.56 -1.19
C: -4.79 -3.08 -2.37
C: -3.67 -2.28 -2.29
H: -3.22 -2.21 1.09
H: -5.24 -3.64 0.95
H: -6.23 -4.20 -1.23
H: -5.20 -3.34 -3.34
N: -3.00 0.80 1.36
C: -2.25 1.66 0.64
O: -1.08 1.45 0.36
C: -2.93 2.94 0.25
I: -3.28 4.21 2.02
H: -2.61 -0.11 1.56
H: -3.99 0.93 1.49
H: -3.92 2.81 -0.16
H: -2.30 3.54 -0.41

Results
**Orbital gap**: 3.675 eV
**E_tot**: -100991.610 eV
**Energy above the lowest of the compared OMol25 structures with the same formula, charge and spin**: 0.0 kJ/mol
**Charge**: -2
**Molar mass**: 929.5 g mol⁻¹
**Maximum force**: 1.56 eV Å⁻¹
**LUMO**: 3.234 eV

Mulliken population analysis, charges in e, atoms 1 to 5:
1 K 1.20
2 C -1.12
3 C -0.73
4 N 1.27
5 C 0.18

***

No. 3
Computed, not measured: a molecular structure, C36H31Cl3N2O3P2ScTe, with ωB97M-V/def2-TZVPD.

Cartesian coordinates (Å):
Sc: 0.48 -1.72 1.20
Te: -0.78 2.98 0.93
C: -0.94 3.96 -0.96
C: 0.20 4.43 -1.61
C: 0.06 4.98 -2.88
N: -1.10 5.09 -3.51
C: -2.19 4.67 -2.87
C: -2.16 4.10 -1.60
C: -0.24 1.07 0.29
P: 1.38 0.45 0.07
C: 2.58 1.54 0.87
C: 2.45 1.82 2.24
C: 3.35 2.64 2.88
C: 4.41 3.20 2.17
C: 4.55 2.93 0.81
C: 3.64 2.11 0.16
C: 1.88 0.27 -1.67
C: 2.58 -0.87 -2.05
C: 2.87 -1.09 -3.39
C: 2.45 -0.18 -4.35
C: 1.74 0.95 -3.97
C: 1.45 1.18 -2.64
P: -1.31 -0.26 -0.04
C: -2.88 -0.06 0.84
C: -4.11 -0.09 0.19
C: -5.28 0.05 0.92
C: -5.24 0.20 2.30
C: -4.01 0.23 2.95
C: -2.84 0.09 2.23
C: -1.70 -0.48 -1.80
C: -1.53 -1.72 -2.40
C: -1.73 -1.86 -3.76
C: -2.09 -0.77 -4.53
C: -2.25 0.48 -3.94
C: -2.05 0.62 -2.57
H: 1.17 4.37 -1.14
H: 0.94 5.35 -3.40
H: -3.13 4.79 -3.39
H: -3.08 3.77 -1.13
H: 1.61 1.41 2.79
H: 3.23 2.86 3.93
H: 5.12 3.85 2.67
H: 5.36 3.38 0.26
H: 3.75 1.91 -0.89
H: 2.90 -1.59 -1.31
H: 3.42 -1.98 -3.68
H: 2.67 -0.36 -5.39
H: 1.40 1.65 -4.72
H: 0.87 2.04 -2.35
H: -4.15 -0.21 -0.88
H: -6.24 0.04 0.41
H: -6.15 0.32 2.86
H: -3.97 0.36 4.03
H: -1.88 0.15 2.74
H: -1.23 -2.58 -1.81
H: -1.59 -2.83 -4.23
H: -2.24 -0.88 -5.60
H: -2.53 1.34 -4.54
H: -2.15 1.60 -2.11
C: -1.69 -4.94 1.58
C: -0.65 -4.29 2.49
C: -0.70 -4.80 3.91
O: -0.86 -2.82 2.47
C: 0.75 -4.47 1.85
O: 1.48 -5.35 2.18
O: 1.01 -3.57 0.92
H: -2.69 -4.79 1.99
H: -1.50 -6.01 1.52
H: -1.65 -4.52 0.58
H: -1.73 -4.96 4.23
H: -0.21 -4.10 4.58
H: -0.17 -5.75 3.96
H: -1.74 -2.59 2.80
Cl: 4.50 -0.07 5.12
C: 4.49 -1.08 3.67
Cl: 5.37 -0.32 2.35
Cl: 5.12 -2.69 4.01
C: 3.09 -1.23 3.25
N: 2.01 -1.35 2.91

Results
**Orbital gap**: 6.951 eV
**E_tot**: -131092.434 eV
**Energy above the lowest of the compared OMol25 structures with the same formula, charge and spin**: 0.0 kJ/mol
**Charge**: +1
**Molar mass**: 880.5 g mol⁻¹
**Maximum force**: 0.68 eV Å⁻¹
**LUMO**: -3.276 eV

Mulliken population analysis, charges in e, atoms 1 to 5:
1 Sc 0.22
2 Te 0.35
3 C 0.24
4 C -0.32
5 C -0.38

***

No. 4
Computed, not measured: a molecular structure, C36H32Cl5N7O5S2Sn, with ωB97M-V/def2-TZVPD.

Cartesian coordinates (Å):
Sn: -0.03 0.23 0.41
C: -4.61 0.67 6.20
O: -5.89 0.33 5.71
C: -5.94 -0.61 4.72
C: -4.86 -1.39 4.33
C: -5.00 -2.31 3.29
C: -6.22 -2.46 2.64
C: -7.31 -1.70 3.08
C: -7.17 -0.78 4.09
N: -6.50 -3.46 1.66
N: -5.69 -3.83 0.78
C: -4.50 -3.19 0.40
C: -3.50 -4.08 0.02
C: -2.19 -3.70 -0.21
C: -1.79 -2.36 -0.10
O: -0.59 -1.98 -0.21
C: -2.87 -1.39 0.09
N: -2.49 -0.09 0.00
C: -3.40 0.85 0.12
C: -4.76 0.56 0.28
C: -5.15 -0.75 0.38
C: -4.20 -1.79 0.33
H: -4.75 1.53 6.86
H: -3.92 0.94 5.39
H: -4.17 -0.15 6.78
H: -3.89 -1.28 4.79
H: -4.15 -2.90 3.00
H: -8.26 -1.85 2.59
H: -8.01 -0.17 4.41
H: -3.79 -5.13 -0.03
H: -1.43 -4.44 -0.44
H: -3.04 1.87 0.05
H: -5.48 1.36 0.34
H: -6.20 -0.99 0.48
Cl: 1.30 -0.57 -2.63
C: 2.77 -0.38 -1.69
C: 2.65 -0.16 -0.33
C: 3.84 -0.03 0.35
Cl: 3.81 0.32 2.07
C: 5.10 -0.12 -0.26
Cl: 6.57 0.03 0.65
C: 5.17 -0.33 -1.63
Cl: 6.70 -0.42 -2.43
C: 3.99 -0.45 -2.36
Cl: 4.07 -0.70 -4.08
C: 0.76 4.50 2.27
N: 1.05 5.26 1.06
C: 1.74 6.51 1.35
C: 1.70 4.54 0.03
S: 2.75 3.29 0.35
N: 1.42 5.00 -1.20
C: 2.04 4.45 -2.38
C: 0.27 5.85 -1.49
H: 0.10 5.11 2.90
H: 1.67 4.25 2.84
H: 0.24 3.58 2.02
H: 2.70 6.33 1.86
H: 1.12 7.12 2.01
H: 1.93 7.06 0.43
H: 2.94 3.91 -2.10
H: 2.29 5.26 -3.07
H: 1.35 3.75 -2.87
H: -0.26 6.07 -0.57
H: -0.40 5.31 -2.16
H: 0.60 6.78 -1.97
C: 1.87 -3.29 1.44
C: 1.59 -2.31 2.53
O: 1.07 -1.24 2.31
C: 1.99 -2.62 3.95
C: 2.96 -3.56 4.25
C: 3.32 -3.78 5.58
C: 2.70 -3.08 6.59
C: 1.71 -2.14 6.29
C: 1.37 -1.90 4.97
H: 1.18 -3.11 0.62
H: 1.80 -4.32 1.79
H: 2.89 -3.11 1.07
H: 3.46 -4.11 3.46
H: 4.09 -4.51 5.81
H: 2.97 -3.25 7.63
H: 1.22 -1.59 7.08
H: 0.61 -1.17 4.70
S: -0.59 2.77 -1.30
C: -1.97 2.80 -2.24
N: -2.92 2.83 -2.90
O: -1.61 -0.58 2.69
N: -1.60 0.56 3.17
O: -1.10 1.45 2.44

Results
**Orbital gap**: 5.791 eV
**E_tot**: -148632.509 eV
**Energy above the lowest of the compared OMol25 structures with the same formula, charge and spin**: 0.0 kJ/mol
**Charge**: -2
**Molar mass**: 1002.8 g mol⁻¹
**Maximum force**: 0.57 eV Å⁻¹
**LUMO**: 3.943 eV

Mulliken population analysis, charges in e, atoms 1 to 5:
1 Sn 1.10
2 C -0.70
3 O -0.48
4 C 0.89
5 C -0.16

***

| no. | E_HOMO (eV) |
| --- | --- |
| 1 | -16.4 |
| 2 | -0.4 |
| 3 | -10.2 |
| 4 | -1.8 |